{"formula": "C2HNO", "method": "ωB97M-V with the def2-TZVPD basis set", "e_homo_ev": -9.95, "energy_ha": -206.69138, "charge": 0, "lumo_energy_ev": -1.04, "mol_weight_g_mol": 55.04, "elements": ["O", "C", "C", "N", "H"], "positions_angstrom": [[-1.203, -0.278, -0.033], [-0.166, 0.472, 0.227], [1.092, -0.163, -0.100], [2.228, -0.326, -0.284], [-1.951, 0.295, 0.191]]}

{"formula": "C30H30N9O6SW", "method": "ωB97M-V with the def2-TZVPD basis set", "e_homo_ev": [-10.22, -10.65], "energy_ha": -2570.60906, "charge": 1, "lumo_energy_ev": [-3.34, -3.78], "multiplicity": 3, "mol_weight_g_mol": 828.53, "elements": ["W", "C", "O", "C", "C", "C", "C", "C", "C", "N", "N", "C", "O", "C", "C", "C", "C", "C", "C", "C", "O", "H", "H", "H", "H", "H", "H", "H", "H", "H", "H", "H", "H", "N", "N", "C", "O", "O", "H", "H", "H", "N", "C", "N", "C", "N", "C", "C", "N", "C", "C", "N", "H", "H", "H", "H", "H", "C", "C", "C", "C", "C", "C", "C", "S", "C", "O", "H", "H", "H", "H", "H", "H", "H", "H", "H", "H"], "positions_angstrom": [[0.553, -0.469, 0.899], [4.240, 0.711, -1.128], [5.145, 0.001, -0.275], [4.790, -1.091, 0.440], [5.849, -1.815, 0.969], [5.649, -2.959, 1.737], [4.369, -3.393, 1.984], [3.273, -2.664, 1.493], [1.959, -3.128, 1.830], [0.859, -2.464, 1.692], [-0.287, -3.190, 2.021], [-1.340, -2.461, 1.851], [-1.271, -1.221, 1.422], [-2.682, -3.025, 2.074], [-2.862, -4.142, 2.885], [-4.133, -4.661, 3.067], [-5.224, -4.074, 2.439], [-5.045, -2.963, 1.627], [-3.777, -2.434, 1.447], [3.469, -1.507, 0.714], [2.451, -0.802, 0.243], [4.861, 1.442, -1.637], [3.460, 1.220, -0.567], [3.783, 0.047, -1.861], [6.848, -1.462, 0.749], [6.500, -3.506, 2.117], [4.187, -4.289, 2.564], [1.859, -4.128, 2.245], [-2.005, -4.593, 3.364], [-4.275, -5.526, 3.702], [-6.214, -4.484, 2.583], [-5.896, -2.510, 1.135], [-3.618, -1.570, 0.814], [0.183, -1.373, -1.087], [0.681, -0.465, -2.047], [0.856, 0.872, -1.674], [1.101, 1.709, -2.503], [0.757, 1.084, -0.374], [0.714, -2.237, -1.155], [-0.821, -1.529, -1.212], [0.426, -0.638, -3.006], [3.495, 1.224, 3.490], [2.933, 0.060, 3.165], [1.747, 0.301, 2.634], [1.659, 1.677, 2.658], [2.700, 2.265, 3.173], [0.382, 2.252, 2.249], [-0.043, 3.557, 2.437], [-1.308, 3.900, 2.240], [-2.155, 2.941, 1.878], [-1.741, 1.641, 1.638], [-0.465, 1.313, 1.807], [4.391, 1.385, 3.923], [3.388, -0.901, 3.338], [0.651, 4.327, 2.751], [-3.195, 3.216, 1.757], [-2.398, 0.861, 1.281], [-0.143, 4.559, -5.507], [-0.909, 3.695, -4.547], [-1.303, 2.405, -4.899], [-1.992, 1.602, -4.010], [-2.303, 2.093, -2.750], [-1.921, 3.375, -2.379], [-1.232, 4.169, -3.278], [-3.043, 1.087, -1.489], [-4.370, 0.318, -2.416], [-2.067, -0.020, -1.179], [0.107, 4.018, -6.417], [0.785, 4.907, -5.051], [-0.725, 5.440, -5.783], [-1.053, 2.024, -5.881], [-2.267, 0.594, -4.298], [-2.155, 3.745, -1.388], [-0.925, 5.166, -2.987], [-3.966, -0.240, -3.257], [-5.056, 1.093, -2.754], [-4.875, -0.362, -1.732]]}

{"formula": "C32H34IrN3O3P2", "method": "ωB97M-V with the def2-TZVPD basis set", "e_homo_ev": -13.86, "energy_ha": -2416.52134, "charge": 2, "lumo_energy_ev": -4.69, "mol_weight_g_mol": 762.81, "elements": ["Ir", "N", "C", "O", "C", "C", "H", "H", "H", "H", "H", "H", "O", "P", "C", "P", "O", "C", "C", "C", "C", "C", "C", "C", "C", "C", "C", "C", "C", "C", "C", "C", "C", "C", "C", "C", "C", "C", "C", "C", "C", "H", "H", "H", "H", "H", "H", "H", "H", "H", "H", "H", "H", "H", "H", "H", "H", "H", "H", "H", "H", "H", "H", "C", "C", "N", "C", "C", "N", "H", "H", "H", "H", "H", "H"], "positions_angstrom": [[-1.460, 0.641, 1.433], [-1.338, 0.238, 5.509], [-1.400, 0.089, 4.198], [-1.417, 1.099, 3.448], [-1.450, -1.262, 3.560], [-2.191, -1.082, 2.231], [-1.287, 1.164, 5.907], [-1.346, -0.555, 6.127], [-1.910, -2.004, 4.216], [-0.416, -1.567, 3.386], [-3.258, -0.986, 2.438], [-2.055, -1.944, 1.582], [-1.484, 0.394, -0.614], [-0.419, 0.101, -1.668], [1.163, 0.824, -1.146], [1.735, 0.317, 0.502], [0.613, 0.519, 1.522], [2.277, -1.380, 0.436], [2.892, -1.919, -0.694], [3.317, -3.236, -0.682], [3.140, -4.013, 0.456], [2.542, -3.475, 1.587], [2.109, -2.158, 1.579], [3.110, 1.376, 0.891], [4.388, 0.853, 1.073], [5.439, 1.705, 1.383], [5.213, 3.066, 1.512], [3.936, 3.590, 1.337], [2.884, 2.749, 1.027], [-0.880, 0.838, -3.219], [-2.040, 0.349, -3.826], [-2.466, 0.887, -5.027], [-1.734, 1.905, -5.629], [-0.581, 2.390, -5.031], [-0.151, 1.859, -3.824], [-0.118, -1.635, -1.950], [0.396, -2.047, -3.180], [0.723, -3.380, -3.376], [0.536, -4.298, -2.351], [0.025, -3.889, -1.126], [-0.299, -2.558, -0.924], [1.059, 1.913, -1.105], [1.939, 0.594, -1.881], [3.041, -1.323, -1.586], [3.791, -3.657, -1.559], [3.479, -5.041, 0.463], [2.422, -4.080, 2.476], [1.659, -1.723, 2.461], [4.566, -0.210, 0.978], [6.432, 1.303, 1.527], [6.035, 3.727, 1.753], [3.766, 4.652, 1.446], [1.887, 3.159, 0.910], [-2.604, -0.452, -3.363], [-3.363, 0.512, -5.499], [-2.065, 2.319, -6.572], [-0.014, 3.180, -5.504], [0.753, 2.247, -3.371], [0.524, -1.337, -3.989], [1.111, -3.704, -4.332], [0.784, -5.339, -2.510], [-0.122, -4.608, -0.331], [-0.680, -2.229, 0.031], [-3.146, 3.521, 2.185], [-3.880, 2.390, 1.561], [-3.416, 1.187, 1.250], [-4.450, 0.475, 0.673], [-5.552, 1.258, 0.640], [-5.175, 2.455, 1.203], [-2.220, 3.176, 2.639], [-3.751, 3.980, 2.967], [-2.915, 4.286, 1.443], [-4.320, -0.526, 0.303], [-6.546, 1.073, 0.276], [-5.770, 3.255, 1.342]]}

{"formula": "C12H13Cl3FNO4", "method": "ωB97M-V with the def2-TZVPD basis set", "e_homo_ev": -9.56, "energy_ha": -2301.20320, "charge": 0, "smiles": "CCOC(=O)C(F)(Cl)C(=O)OCC.Clc1cccc(Cl)n1", "lumo_energy_ev": 0.01, "mol_weight_g_mol": 360.60, "elements": ["C", "C", "O", "C", "O", "C", "F", "Cl", "C", "O", "O", "C", "C", "H", "H", "H", "H", "H", "H", "H", "H", "H", "H", "Cl", "C", "C", "C", "C", "C", "Cl", "N", "H", "H", "H"], "positions_angstrom": [[0.637, 3.006, 0.819], [1.418, 2.076, 1.717], [0.714, 0.821, 1.757], [1.381, -0.167, 2.373], [2.416, -0.035, 2.988], [0.699, -1.623, 2.382], [1.322, -2.477, 1.447], [1.082, -2.353, 3.950], [-0.870, -1.687, 2.228], [-1.441, -2.636, 2.733], [-1.450, -0.627, 1.624], [-2.870, -0.805, 1.336], [-3.266, 0.330, 0.428], [1.196, 3.938, 0.675], [0.437, 2.565, -0.169], [-0.314, 3.307, 1.285], [2.389, 1.856, 1.247], [1.569, 2.507, 2.719], [-2.949, -1.754, 0.799], [-3.488, -0.835, 2.241], [-4.259, 0.148, 0.002], [-3.366, 1.266, 0.991], [-2.560, 0.486, -0.393], [2.915, 0.339, -0.953], [1.795, -0.006, -2.200], [2.273, -0.241, -3.505], [1.348, -0.744, -4.412], [0.104, -1.183, -3.975], [-0.212, -0.909, -2.628], [-1.548, -1.734, -1.948], [0.515, -0.115, -1.835], [3.339, -0.069, -3.699], [1.639, -0.865, -5.439], [-0.593, -1.777, -4.585]]}

{"formula": "CH2NO3S", "method": "ωB97M-V with the def2-TZVPD basis set", "e_homo_ev": [-3.53, -3.53], "energy_ha": -717.82657, "charge": -1, "lumo_energy_ev": [2.85, 2.85], "mol_weight_g_mol": 108.10, "elements": ["C", "N", "O", "O", "O", "S", "H", "H"], "positions_angstrom": [[-0.539, -0.486, -1.015], [-1.004, 0.660, -0.191], [-0.978, 1.827, -0.640], [-1.797, 0.267, 0.683], [-0.901, -1.537, -0.391], [2.003, 0.204, 0.166], [-1.313, -1.134, 0.437], [2.843, -0.530, -0.506]]}